Entry 1:
Density functional theory data (wB97M-V/def2-TZVPD) for a molecular structure, C37H53CaF2N7O.

Last column: Löwdin charge in e.
Cartesian coordinates (Å):
Ca 0.053 -0.216 0.548  1.28
C -3.117 -0.830 -3.001  -0.03
C -3.845 -0.257 -1.818  -0.23
C -4.956 0.563 -1.992  -0.06
C -5.607 1.122 -0.905  -0.08
C -5.153 0.862 0.378  -0.04
C -4.043 0.051 0.602  -0.20
C -3.537 -0.212 1.988  -0.02
C -3.404 -0.509 -0.510  -0.23
N -2.191 -1.246 -0.373  0.10
C -2.191 -2.517 -0.415  -0.27
C -3.424 -3.372 -0.365  0.00
C -0.857 -3.199 -0.655  -0.26
C -0.880 -4.651 -1.027  0.00
N 0.184 -2.471 -0.638  0.09
C 1.426 -2.947 -1.159  -0.22
C 1.695 -2.623 -2.497  -0.22
C 0.674 -1.896 -3.324  -0.04
C 2.932 -2.977 -3.020  -0.05
C 3.872 -3.634 -2.242  -0.08
C 3.581 -3.949 -0.928  -0.06
C 2.354 -3.612 -0.356  -0.22
C 2.044 -3.961 1.067  -0.02
H -3.547 -0.461 -3.932  0.08
H -3.165 -1.922 -3.024  0.08
H -2.058 -0.562 -2.971  0.06
H -5.310 0.764 -2.997  0.11
H -6.469 1.759 -1.057  0.10
H -5.664 1.291 1.232  0.11
H -4.237 0.153 2.738  0.09
H -2.585 0.290 2.171  0.07
H -3.352 -1.268 2.175  0.07
H -4.307 -2.770 -0.167  0.09
H -3.315 -4.111 0.432  0.10
H -3.571 -3.919 -1.298  0.09
H -1.494 -4.815 -1.916  0.09
H -1.320 -5.237 -0.218  0.10
H 0.123 -5.019 -1.222  0.09
H -0.247 -2.475 -3.430  0.07
H 1.061 -1.695 -4.322  0.08
H 0.407 -0.948 -2.848  0.05
H 3.157 -2.729 -4.051  0.11
H 4.832 -3.904 -2.665  0.10
H 4.313 -4.467 -0.319  0.11
H 2.890 -4.471 1.528  0.09
H 1.176 -4.623 1.140  0.08
H 1.797 -3.088 1.669  0.05
C -2.323 3.246 -2.524  -0.06
N -0.879 3.374 -2.412  -0.15
C -0.460 4.764 -2.241  -0.06
C -0.228 2.349 -1.745  -0.44
N -0.804 1.353 -1.178  0.09
N 1.151 2.463 -1.782  0.15
C 2.120 1.557 -1.358  -0.48
N 3.370 2.152 -1.376  0.16
N 1.867 0.339 -1.077  0.09
H -2.680 4.004 -3.218  0.09
H -2.836 3.389 -1.564  0.10
H -2.592 2.268 -2.922  0.08
H -0.798 5.340 -3.101  0.09
H 0.620 4.868 -2.181  0.08
H -0.882 5.198 -1.331  0.08
H -1.812 1.471 -1.164  0.03
H 1.512 3.184 -2.382  0.13
H 3.379 3.078 -0.966  0.11
H 4.091 1.578 -0.965  0.08
H 2.719 -0.126 -0.773  0.06
C 4.462 -0.635 1.216  -0.06
C 3.318 -0.224 2.142  -0.38
C 3.417 -0.992 3.463  -0.05
C 3.254 1.269 2.385  -0.15
C 4.365 1.928 2.897  -0.07
C 4.328 3.272 3.229  -0.11
C 3.133 3.959 3.077  -0.06
C 1.992 3.349 2.573  -0.15
C 0.699 4.136 2.502  -0.37
C 0.189 4.330 1.075  -0.08
C -0.389 3.529 3.394  -0.06
C 2.040 1.981 2.175  -0.31
O 0.997 1.406 1.632  -0.32
H 4.392 -1.689 0.935  0.07
H 5.428 -0.487 1.705  0.08
H 4.487 -0.035 0.303  0.05
H 2.363 -0.513 1.698  0.08
H 4.329 -0.717 3.999  0.08
H 3.433 -2.071 3.293  0.07
H 2.559 -0.769 4.099  0.09
H 5.282 1.367 3.058  0.10
H 5.204 3.767 3.631  0.09
H 3.072 5.003 3.372  0.10
H 0.929 5.130 2.898  0.12
H -0.081 3.368 0.643  0.05
H 0.957 4.794 0.448  0.08
H -0.692 4.980 1.071  0.07
H -0.637 2.521 3.066  0.06
H -1.296 4.141 3.370  0.07
H -0.049 3.466 4.430  0.08
F 0.450 -2.434 3.180  -0.16
C -0.630 -1.768 2.526  -0.37
F -1.225 -1.053 3.597  -0.15
H -1.350 -2.608 2.371  0.04

## Properties
Energy relative to the best compared isomer or geometry (same formula, charge and spin) = 12.1 kcal per mole
HOMO-LUMO gap = 6.3 eV
Highest occupied orbital energy = -0.2416 Eh
E_tot = -2777.69112 a.u.
Net charge = 0


Entry 2:
Density functional theory data (wB97M-V/def2-TZVPD) for a molecular structure, C37H53Cl18F25FeN2O22S4.

Last column: Löwdin charge in e.
Cartesian coordinates (Å):
Fe -1.123 -0.129 2.571  0.86
N -1.124 1.097 4.107  -0.35
S -0.411 2.489 3.980  0.49
O 0.790 2.585 4.643  -0.21
O -1.393 3.519 4.054  -0.25
F -0.069 2.213 2.323  -0.27
S -1.917 1.017 5.742  0.67
O -1.931 2.217 6.472  -0.19
O -1.361 -0.163 6.202  -0.23
F -3.414 0.727 5.104  -0.17
N -0.821 -0.211 0.553  -0.36
S -1.334 1.090 -0.284  0.53
O -2.356 0.550 -1.254  -0.31
O -0.215 1.921 -0.747  -0.28
F -2.102 1.676 0.802  -0.09
S 0.339 -1.129 -0.130  0.53
O 1.688 -0.749 0.116  -0.25
O 0.001 -1.662 -1.415  -0.27
F -0.005 -2.277 0.925  -0.18
C 3.113 3.172 -0.902  -0.10
C 3.113 1.972 -1.790  -0.19
O 4.512 1.560 -1.851  0.03
C 5.112 2.039 -2.928  -0.40
O 4.584 2.533 -3.872  0.17
C 6.638 1.759 -2.762  -0.52
F 6.855 0.455 -2.727  0.17
F 7.267 2.186 -3.870  0.16
F 7.118 2.271 -1.602  0.15
H 3.591 2.968 0.065  0.06
H 2.074 3.468 -0.710  0.04
H 3.605 4.071 -1.313  0.08
H 2.744 2.261 -2.777  0.08
H 2.559 1.183 -1.372  0.08
C 0.523 -3.346 -4.694  -0.07
C 1.041 -4.745 -4.966  -0.20
O 1.935 -4.757 -6.083  0.05
C 2.436 -5.911 -6.407  -0.44
O 2.180 -6.935 -5.849  0.16
C 3.362 -5.933 -7.599  -0.54
F 4.617 -6.347 -7.302  0.16
F 2.836 -6.922 -8.368  0.15
F 3.410 -4.778 -8.209  0.21
H -0.015 -3.399 -3.722  0.05
H -0.200 -2.972 -5.417  0.04
H 1.353 -2.662 -4.550  0.03
H 0.254 -5.481 -5.184  0.13
H 1.651 -5.172 -4.188  0.10
C 3.937 1.830 3.505  -0.06
C 3.614 0.551 2.837  -0.14
O 3.118 -0.382 3.873  0.09
C 1.922 -0.837 3.788  -0.40
O 1.078 -0.537 2.974  0.07
C 1.646 -1.773 4.932  -0.54
F 0.646 -2.597 4.505  0.14
F 2.717 -2.557 5.237  0.17
F 1.257 -1.168 5.993  0.24
H 4.749 1.605 4.198  0.09
H 3.139 2.244 4.108  0.06
H 4.308 2.532 2.751  0.09
H 4.490 0.032 2.389  0.15
H 2.841 0.738 2.128  0.10
C -1.793 -4.026 7.284  -0.05
C -2.151 -2.975 6.278  -0.22
O -2.565 -3.691 5.112  0.10
C -2.355 -3.037 3.998  -0.38
O -1.902 -1.943 3.837  0.11
C -2.635 -3.887 2.807  -0.54
F -3.506 -4.826 2.989  0.22
F -2.945 -3.200 1.715  0.16
F -1.415 -4.504 2.553  0.12
H -2.694 -4.613 7.555  0.09
H -1.365 -3.576 8.204  0.10
H -1.065 -4.674 6.807  0.08
H -1.267 -2.370 6.046  0.09
H -2.890 -2.325 6.665  0.12
C 1.578 -6.812 1.429  -0.06
C 1.724 -5.357 1.854  -0.17
O 3.165 -5.180 2.039  0.03
C 3.579 -3.937 2.062  -0.43
O 2.959 -2.918 1.905  0.13
C 5.101 -4.029 2.364  -0.52
F 5.609 -4.981 1.600  0.18
F 5.706 -2.861 2.150  0.17
F 5.295 -4.372 3.686  0.13
H 0.631 -7.219 1.679  0.05
H 2.245 -7.493 1.947  0.08
H 1.802 -6.934 0.393  0.05
H 1.191 -5.161 2.816  0.13
H 1.337 -4.645 1.138  0.07
C -5.708 -0.838 -1.008  -0.06
C -4.768 -0.794 0.115  -0.20
O -5.048 0.451 0.860  0.06
C -4.298 0.692 1.911  -0.36
O -3.415 -0.009 2.384  0.06
C -4.593 2.090 2.479  -0.58
F -3.631 2.471 3.317  0.15
F -4.688 2.999 1.539  0.17
F -5.780 1.991 3.077  0.19
H -5.305 -1.581 -1.683  0.05
H -5.778 0.128 -1.503  0.07
H -6.692 -1.149 -0.720  0.08
H -3.715 -0.775 -0.280  0.10
H -4.880 -1.613 0.864  0.13
C -2.778 6.497 2.548  -0.05
C -1.912 5.907 1.482  -0.19
O -1.020 6.841 0.785  0.01
C -1.559 7.692 -0.071  -0.40
O -2.740 7.851 -0.241  0.15
C -0.463 8.483 -0.869  -0.53
F -0.800 8.506 -2.107  0.20
F -0.279 9.744 -0.415  0.15
F 0.826 7.974 -0.809  0.10
H -3.345 5.654 2.938  0.08
H -3.505 7.179 2.115  0.08
H -2.370 7.036 3.396  0.08
H -2.556 5.484 0.737  0.10
H -1.278 5.103 1.779  0.08
C 0.451 2.137 -4.376  -1.12
Cl 0.916 2.762 -5.872  0.60
Cl 0.800 0.421 -4.165  0.60
H 0.925 2.664 -3.569  -0.03
H -0.647 2.321 -4.330  -0.02
C 3.980 -2.189 -1.812  -0.97
Cl 3.379 -3.782 -1.297  0.57
Cl 4.048 -2.092 -3.594  0.54
H 3.308 -1.420 -1.482  -0.02
H 4.945 -1.949 -1.342  0.05
C -0.987 -6.449 -1.804  -1.06
Cl 0.184 -5.218 -1.461  0.61
Cl -1.817 -7.093 -0.418  0.57
H -1.682 -6.003 -2.476  -0.01
H -0.584 -7.322 -2.326  0.04
C -2.327 5.432 -3.200  -0.95
Cl -1.366 4.604 -1.918  0.55
Cl -2.289 4.559 -4.701  0.60
H -3.268 5.428 -2.716  -0.01
H -1.977 6.448 -3.384  0.03
C -2.530 -0.753 -4.279  -0.99
Cl -2.914 -2.281 -5.159  0.50
Cl -3.103 0.660 -5.148  0.58
H -3.125 -0.761 -3.339  0.01
H -1.478 -0.684 -4.181  -0.06
C -4.539 -4.766 -1.738  -1.04
Cl -3.257 -3.581 -1.681  0.58
Cl -5.366 -4.871 -0.224  0.57
H -5.254 -4.490 -2.484  0.03
H -4.073 -5.709 -1.964  0.00
C 2.178 5.792 3.054  -0.97
Cl 1.830 4.576 1.837  0.61
Cl 3.377 6.993 2.449  0.49
H 1.276 6.340 3.300  0.02
H 2.638 5.357 3.947  0.03
C 3.004 6.206 -3.988  -1.02
Cl 2.802 7.897 -4.487  0.52
Cl 1.598 5.492 -3.227  0.55
H 3.313 5.649 -4.880  0.04
H 3.793 6.103 -3.249  0.02
C -5.160 2.789 -3.276  -1.00
Cl -4.954 3.060 -1.530  0.55
Cl -6.872 3.029 -3.758  0.50
H -4.533 3.484 -3.840  -0.03
H -4.911 1.743 -3.476  -0.03

## Properties
HOMO-LUMO gap (spin up / spin down) = 10.4 / 9.7 eV
Spin multiplicity = 5
Highest occupied orbital energy (spin up / spin down) = -0.3900 / -0.3900 Eh
E_tot = -16843.10960 a.u.
Net charge = 0